{
  "formula": "C4H8O2",
  "method": "the ωB97M-V functional and the def2-TZVPD basis",
  "species": ["C", "O", "C", "C", "C", "O", "H", "H", "H", "H", "H", "H", "H", "H"],
  "positions_angstrom": [[-2.315356, 0.352115, -0.158408], [-1.121536, -0.344123, -0.398417], [-0.155195, -0.116833, 0.588520], [1.086931, -0.890069, 0.217678], [2.289021, -0.017455, -0.275826], [2.200061, -0.553879, 1.002237], [-2.806102, 0.007449, 0.764896], [-2.144435, 1.436793, -0.076589], [-2.976045, 0.160158, -1.006286], [-0.530881, -0.396877, 1.593017], [0.113854, 0.955190, 0.653468], [1.292623, -1.261867, -0.791181], [2.021433, 0.997836, -0.519500], [3.119361, -0.466760, -0.841714]],
  "atomic_forces_ev_per_a": [[-0.300, 0.152, 0.015], [0.042, -0.016, -0.133], [0.272, 0.076, -0.009], [0.413, 1.461, -1.401], [0.516, 1.023, 0.453], [0.377, -0.391, 0.235], [0.089, 0.035, -0.112], [0.001, -0.146, -0.021], [0.055, 0.036, 0.135], [0.219, -0.167, -0.325], [-0.194, -0.048, 0.001], [-1.125, -2.676, 0.660], [0.268, 0.492, 0.599], [-0.635, 0.171, -0.098]],
  "nbo_charge": [-0.25, -0.53, -0.09, -0.05, -0.10, -0.45, 0.17, 0.16, 0.20, 0.18, 0.16, 0.25, 0.18, 0.18],
  "e_above_lowest_ev": 4.608,
  "smiles": "COC[C@H]1CO1",
  "homo_ev": -9.1
}